# 1
73
Properties=species:S:1:pos:R:3 method="wB97M-V/def2-TZVPD" charge=0 lumo_energy_ev=0.54 total_energy_ev=-42683.7114
C 6.4240 -3.1899 3.7714
H 7.0914 -2.9305 2.9543
H 6.7883 -4.0953 4.2503
H 6.4422 -2.3884 4.5047
C 5.0185 -3.4254 3.2294
N 4.5844 -2.3498 2.3544
C 4.2782 -1.1263 3.0716
C 3.9573 -0.0218 2.0696
N 2.8185 -0.4033 1.2635
C 1.9907 0.5641 0.7212
C 1.5316 0.5086 -0.5987
C 0.6541 1.4548 -1.0849
C 0.2029 2.4936 -0.2789
C 0.6591 2.5702 1.0315
C 1.5299 1.6199 1.5170
H 1.8387 1.6879 2.5485
H 0.3132 3.3653 1.6703
N -0.7441 3.3815 -0.8179
C -1.5497 4.2584 -0.1634
O -1.3662 4.6609 0.9663
C -2.7827 4.6392 -0.9716
C -3.8876 3.5907 -0.7035
C -3.3602 2.1895 -0.8543
C -3.2145 1.6316 -2.1034
N -2.5963 0.4295 -2.1872
N -2.3350 -0.2501 -3.2963
C -1.6631 -1.3368 -2.9197
C -1.4777 -1.3817 -1.5221
C -2.1136 -0.2220 -1.0577
N -2.3111 0.2836 0.1542
C -2.9112 1.4388 0.2769
C -3.1128 1.9155 1.6780
H -4.1725 2.0544 1.8891
H -2.7077 1.1707 2.3564
H -2.5993 2.8593 1.8470
C -0.8127 -2.3766 -0.6967
C -1.1133 -2.4516 0.6651
C -0.5199 -3.4052 1.4675
C 0.3874 -4.3064 0.9338
C 0.7150 -4.2240 -0.4083
C 0.1275 -3.2670 -1.2160
H 0.4199 -3.2063 -2.2513
H 1.4364 -4.9088 -0.8318
H 0.8406 -5.0624 1.5584
H -0.7709 -3.4516 2.5177
H -1.8169 -1.7492 1.0812
C -1.2674 -2.3144 -3.9685
H -0.2083 -2.2191 -4.2082
H -1.8392 -2.1090 -4.8702
H -1.4623 -3.3320 -3.6368
C -3.6804 2.2327 -3.3897
H -3.5324 1.5050 -4.1836
H -4.7354 2.4935 -3.3295
H -3.1238 3.1361 -3.6339
H -4.2598 3.7368 0.3090
H -4.7121 3.7645 -1.3975
H -2.5469 4.6866 -2.0352
H -3.1335 5.6178 -0.6446
H -0.9904 3.1653 -1.7743
H 0.3160 1.3847 -2.1112
H 1.8620 -0.2743 -1.2621
C 3.0845 -1.6312 0.5537
H 2.1913 -1.9406 0.0110
C 3.4295 -2.7268 1.5618
H 3.6583 -3.6469 1.0192
H 2.5439 -2.9081 2.1968
H 3.9236 -1.5158 -0.1513
H 3.7564 0.9096 2.5958
H 4.8400 0.1254 1.4255
H 5.1463 -0.8296 3.6612
H 3.4173 -1.2641 3.7516
H 4.3140 -3.5763 4.0676
H 5.0262 -4.3416 2.6328

***

# 2
115
Properties=species:S:1:pos:R:3 method="wB97M-V/def2-TZVPD" charge=0 lumo_energy_ev=0.29 total_energy_ev=-215515.5461
Br -1.6531 -3.0104 -1.1454
C -0.2897 -2.0843 -0.0058
C 1.1543 -2.6422 -0.2231
Br 2.4577 -1.3949 0.6448
H -0.6203 -2.1952 1.0269
H -0.2961 -1.0284 -0.2762
H 1.4195 -2.6926 -1.2791
H 1.2683 -3.6279 0.2280
C 4.8590 -3.5317 -6.0141
C 4.7457 -3.2307 -4.5460
C 5.1087 -4.4457 -3.6408
O 6.3948 -5.0095 -3.8612
C 6.6950 -6.0913 -3.0285
N 5.5514 -2.1072 -4.1619
H 4.0866 -4.1941 -6.4048
H 5.8485 -3.8538 -6.3389
H 4.7449 -2.6249 -6.6080
H 3.7121 -2.9412 -4.3564
H 4.2997 -5.1579 -3.8035
H 4.9300 -4.2174 -2.5901
H 7.4692 -6.6999 -3.4958
H 5.9133 -6.8384 -2.8915
H 7.2163 -5.7260 -2.1436
H 6.5290 -2.3593 -4.1319
H 5.5810 -1.4400 -4.9196
C -2.5592 -6.4214 6.6582
C -2.8210 -4.9275 6.7685
C -2.2105 -4.2372 8.0885
O -2.6560 -2.9260 8.4831
C -4.0183 -2.7768 8.7765
N -2.2357 -4.2641 5.6268
H -3.1526 -7.0206 7.3488
H -1.4950 -6.5134 6.8751
H -2.6526 -6.7418 5.6205
H -3.8820 -4.6939 6.8568
H -1.1555 -3.9827 7.9863
H -2.2788 -4.9340 8.9238
H -4.2602 -3.0661 9.7992
H -4.7173 -3.2270 8.0717
H -4.1974 -1.7018 8.7968
H -2.1041 -3.2766 5.7931
H -1.2750 -4.5706 5.6819
C 2.8977 3.4138 4.0904
C 3.1535 4.8663 3.7931
C 3.8601 5.0160 2.3701
O 4.1401 6.3466 2.0870
C 5.2370 6.9332 2.7255
N 1.9924 5.7235 3.6651
H 2.0223 3.0345 3.5631
H 2.7024 3.3132 5.1580
H 3.7564 2.7507 3.9855
H 3.8241 5.2525 4.5607
H 3.1346 4.7221 1.6115
H 4.7859 4.4427 2.3225
H 5.3729 7.9468 2.3484
H 6.1755 6.3838 2.6511
H 5.0193 7.0621 3.7858
H 1.4164 5.5278 2.8589
H 2.0757 6.7213 3.5325
C -4.0553 3.0572 -2.4235
C -4.5373 2.7995 -3.9123
C -6.0879 2.8247 -3.9396
O -6.4966 2.1876 -5.1055
C -7.8901 2.1868 -5.3399
N -3.9099 3.7769 -4.8276
H -4.1332 4.1360 -2.2886
H -2.9997 2.7854 -2.4217
H -4.5298 2.3729 -1.7202
H -4.2577 1.8020 -4.2509
H -6.4452 3.8318 -3.7245
H -6.5442 2.2670 -3.1218
H -8.2953 3.1662 -5.5943
H -8.4661 1.8537 -4.4765
H -8.1945 1.4774 -6.1094
H -3.0322 3.4358 -5.1928
H -4.4246 3.7212 -5.6949
C 2.0725 2.0332 -5.4421
C 2.3146 3.3901 -5.9416
C 3.8437 3.8081 -5.9579
O 4.7970 3.1713 -6.8303
C 6.1160 3.7399 -6.7717
N 1.8246 3.4671 -7.3541
H 2.0790 1.8566 -4.3665
H 2.8921 1.3779 -5.7369
H 1.2755 1.4327 -5.8805
H 1.7497 4.0629 -5.2964
H 4.1086 3.5118 -4.9430
H 3.9509 4.8889 -6.0496
H 6.3061 4.1169 -5.7668
H 6.2982 4.5631 -7.4625
H 6.8411 2.9484 -6.9608
H 2.3689 2.8846 -7.9742
H 2.0912 4.3825 -7.6874
C -3.3025 2.1886 3.6196
C -3.8244 1.1418 4.6330
C -4.8345 0.2378 4.0022
O -5.9803 0.9506 3.5383
C -6.9713 0.2484 2.7646
N -2.6129 0.4346 5.0905
H -2.8238 1.7594 2.7394
H -2.5882 2.8200 4.1480
H -4.1444 2.7868 3.2710
H -4.2364 1.7155 5.4633
H -4.9799 -0.6723 4.5842
H -4.4157 -0.1359 3.0678
H -6.6680 0.0498 1.7366
H -7.7643 0.9893 2.8674
H -7.3970 -0.6684 3.1723
H -1.8661 1.0780 5.3104
H -2.8044 -0.0771 5.9399
C -0.2048 -8.5653 0.6707
Cl 0.3150 -9.8061 1.8013
Cl 1.0504 -8.1876 -0.5004
H -1.0700 -8.9639 0.1410
H -0.5273 -7.6728 1.2069

***

# 3
15
Properties=species:S:1:pos:R:3 method="wB97M-V/def2-TZVPD" charge=0 lumo_energy_ev=0.74 total_energy_ev=-8841.3979
C 0.1397 0.0201 -0.8463
N 0.2729 0.3797 0.4781
C -0.8922 0.8858 1.2328
C -2.1771 0.9363 0.3638
O 0.9985 -0.6244 -1.4661
H -0.8428 0.1751 -1.3946
H 1.0315 -0.1159 0.9020
H -0.8340 0.2600 2.1611
H -0.6491 1.8403 1.6277
H -3.0731 1.3232 0.8731
H -2.1304 1.6930 -0.4307
H -2.4333 -0.1732 0.0743
H 3.5868 -2.5693 -1.9148
H 3.1275 -1.8385 -0.5896
O 3.8752 -2.1921 -1.0708

***

# 4
19
Properties=species:S:1:pos:R:3 method="wB97M-V/def2-TZVPD" charge=+1 lumo_energy_ev=-5.35 total_energy_ev=-20644.0792
C -0.6803 1.2352 -1.0928
C -1.7351 0.9346 -0.0524
C -1.2954 -0.1274 0.8601
C 0.2051 -0.7315 0.5722
C 0.3043 -0.8083 -0.8978
N 0.0859 0.3439 -1.5279
N -2.8173 1.5523 -0.1597
N 0.7831 -1.7864 -1.6582
S 3.1557 0.3801 0.8982
H -0.6909 2.2694 -1.5419
H -1.2606 0.2232 1.9251
H -2.1300 -0.8774 0.7334
H 1.0037 -0.1667 0.9915
H 0.0511 -1.6770 1.2091
H -3.4299 1.5269 0.6057
H 1.4012 -2.6036 -1.3479
H 1.0601 -1.6015 -2.6339
H 3.3426 1.7196 0.9541
H 2.6467 0.1945 2.1631

***

# 5
18
Properties=species:S:1:pos:R:3 method="wB97M-V/def2-TZVPD" charge=0 lumo_energy_ev=0.98 total_energy_ev=-8900.2766
C 0.3350 -0.6661 -1.6980
O 1.7529 -0.9387 -1.5805
C -0.0165 0.6910 -1.1049
C 0.4753 0.8369 0.3450
C -0.4019 0.0891 1.2894
C 0.0073 -1.0190 1.8998
N -1.7226 0.5579 1.3665
H -0.1702 -1.4635 -1.1574
H 0.0546 -0.7520 -2.7443
H 2.1301 -0.6118 -2.4014
H 0.4054 1.4606 -1.7537
H -1.0997 0.8106 -1.1354
H 1.5113 0.4954 0.3508
H 0.5267 1.9133 0.5416
H 1.0329 -1.2984 1.7380
H -0.7337 -1.5973 2.4271
H -1.8332 1.5254 1.6286
H -2.2536 -0.0334 1.9890

***

# 6
9
Properties=species:S:1:pos:R:3 method="wB97M-V/def2-TZVPD" charge=0 lumo_energy_ev=-3.03 total_energy_ev=-27790.9931
C 0.6191 0.3790 0.4605
C 2.5114 -0.7108 -0.8171
C 1.7119 -0.5334 0.3183
N -0.1874 1.2069 0.4943
N 3.3751 -0.8800 -1.5384
S 2.5556 -1.0918 1.6739
S -3.2378 0.7113 -0.7581
H -3.3327 1.2591 0.6027
H -4.0153 -0.3404 -0.4361

***

# 7
17
Properties=species:S:1:pos:R:3 method="wB97M-V/def2-TZVPD" charge=0 lumo_energy_ev=0.48 total_energy_ev=-10346.7938
O 1.3086 0.2036 1.9927
C 1.5229 0.2040 0.8128
C 0.8360 -0.7278 -0.1538
N -0.0625 -0.0916 -1.1626
C -0.1370 1.3689 -0.9847
N 1.1526 1.9144 -1.4371
H 2.2140 0.9262 0.3600
H 0.2544 -1.4821 0.3934
H 1.5055 -1.4297 -0.6623
H -0.9713 -0.4259 -0.8928
H -0.9225 1.7893 -1.6301
H -0.5356 1.6671 -0.0072
H 1.5504 1.1728 -1.9999
H 1.0385 2.6623 -2.1061
H -3.5432 -2.6541 2.0387
H -2.3380 -2.1510 2.7719
O -2.8730 -2.9465 2.6671

***

For the records above, the corresponding ΔE to the lowest compared entry with this formula, charge and spin values read 0.000, 2.638, 1.557, 1.786, 1.421, 2.165, 2.694 eV.